ORCA calculation (the ωB97M-V functional and the def2-TZVPD basis) on an isolated molecule of C5H7NO.

Frontier orbital gap in eV: 10.37
Energy relative to the best compared isomer or geometry (same formula, charge and spin) in kcal per mole: 67.8
E_tot in eV: -8833.2612
SMILES string: CO[C@H]1C[C@H]1C#N

Geometry as ORCA input:
```
! wB97M-V def2-TZVPD RIJCOSX def2/J DEFGRID3
* xyz 0 1
C -0.963 1.632 0.547
O -1.120 0.419 -0.238
C -0.367 -0.590 -0.832
C 1.104 -0.621 -1.130
C 0.569 -1.381 0.076
C 0.536 -0.694 1.338
N 0.391 -0.037 2.279
H -1.467 1.496 1.517
H 0.036 2.030 0.785
H -1.512 2.371 -0.037
H -1.022 -1.147 -1.507
H 1.707 0.267 -0.985
H 1.456 -1.279 -1.933
H 0.651 -2.465 0.119
*
```